This record from the Open Molecules 2025 dataset describes a molecular structure, C12H37CoO3P3. The level of theory is ωB97M-V/def2-TZVPD.

The geometry in XYZ format:
```
56
C12H37CoO3P3 (ωB97M-V/def2-TZVPD)
H 0.480 0.031 -4.397
H 4.210 0.574 -1.697
H 3.141 1.754 0.695
H -4.197 -2.089 1.555
H -2.138 1.011 4.433
C 3.297 0.779 1.171
H 1.576 0.160 -1.903
H -5.230 -0.699 1.633
H 2.643 0.706 2.049
H 3.542 -2.902 0.406
H 4.348 -1.196 -1.863
H -2.341 -2.347 -1.511
P 2.928 -0.587 -0.022
H -1.076 3.046 1.406
H 2.942 -2.114 1.893
C -1.561 1.111 3.504
H -2.258 1.393 2.704
H 0.266 -2.000 -0.375
H -0.909 -0.991 -4.918
P -0.417 0.046 0.463
H -1.535 -0.979 2.887
C 3.570 -1.984 1.003
H -2.446 -2.306 -3.301
H -0.823 1.912 3.622
Co 0.995 -0.779 -1.015
H 0.494 2.302 1.769
H 4.604 -1.794 1.323
H -1.399 1.425 -2.732
H -3.832 -0.566 -0.396
H 0.085 4.291 -0.534
H 0.622 -1.746 -4.330
P -0.639 -0.877 -2.483
O 0.067 0.109 2.015
H 4.343 0.716 1.502
O -1.929 -0.523 0.519
C -0.068 -0.902 -4.216
C 0.611 3.858 0.318
H 1.681 -1.870 -1.833
O -0.597 1.618 0.058
H -2.572 0.263 -3.423
H -3.540 0.842 0.697
C -0.862 -0.162 3.156
C -1.762 -2.337 -2.443
C -0.127 2.711 0.961
C -3.445 -0.245 0.585
H 0.677 4.658 1.073
H -1.150 -3.244 -2.496
H 5.313 -0.338 -0.609
H -2.506 0.540 -1.657
C -1.906 0.466 -2.573
H -3.831 -0.742 2.678
H -0.132 -0.493 3.907
H 1.653 3.653 0.051
H 0.956 -1.798 0.167
C -4.174 -1.001 1.677
C 4.358 -0.364 -1.152
```

The spin multiplicity is 5. Its net charge is +1. The value obtained for the HOMO energy (alpha / beta) is -0.33331 / -0.48278 hartree. The electronic energy comes out at -84668.6821 eV.


This record from the Open Molecules 2025 dataset describes 14 unconnected molecules or ions with the total composition C42H98N14O14. The level of theory is ωB97M-V/def2-TZVPD.

The geometry in XYZ format:
```
168
C42H98N14O14 (ωB97M-V/def2-TZVPD)
H 2.333 -3.849 2.634
C 3.786 0.582 -2.379
H -2.145 6.817 -0.648
H -0.015 -1.454 -1.181
H -0.890 -0.497 3.383
H -0.125 6.423 -2.892
H 0.214 5.765 5.230
C -1.051 0.476 3.852
C -1.086 0.776 6.296
H 0.911 5.061 -3.263
H -1.246 -2.730 2.751
C 0.414 5.584 -2.447
H -2.322 5.509 0.568
C 5.690 1.862 -3.128
O -2.597 -3.804 -4.794
N 1.287 5.923 -1.358
O 3.181 5.645 -2.555
N 3.894 -2.573 2.313
C -2.293 4.678 3.827
H 2.840 1.851 -4.405
H 0.202 2.157 0.762
O 1.202 0.695 1.735
C -4.387 5.978 -2.072
H -3.684 3.496 -2.187
C -2.927 0.641 0.889
H -2.279 -3.916 2.060
C 5.199 1.186 5.750
C 3.248 -6.170 -2.118
N 1.543 -2.957 -5.323
H -3.251 -1.893 1.921
C 3.481 2.546 -3.854
H -3.401 -0.288 4.483
H 3.274 -3.457 4.130
N 0.302 0.458 -0.367
H 1.223 6.554 0.700
H -4.025 -1.640 -5.171
H 3.709 0.861 3.550
H 3.270 -4.029 -5.826
H 3.519 -2.720 -4.660
C -3.325 -0.869 -4.861
H -1.113 6.821 4.650
C 2.631 5.929 -1.509
H 5.206 0.099 5.884
C -4.884 0.641 -5.960
H -1.719 1.136 3.302
H -4.169 2.126 2.466
H -2.314 1.491 1.172
H 3.166 6.134 -0.568
C 3.148 0.704 4.470
H 5.780 -2.975 1.496
C -3.464 -4.328 -4.121
H 5.025 -4.309 2.083
H 0.711 -3.901 -7.011
H 5.657 1.705 6.578
O 6.503 1.019 -2.781
H 3.195 -2.463 -6.481
H 0.748 4.542 2.646
H 1.118 -4.968 -5.642
C -4.524 -5.278 -2.159
H -4.809 -1.446 2.733
H -0.063 0.928 3.862
C -0.140 -4.716 3.733
H -5.135 6.547 -1.520
H 2.078 2.475 6.004
H 2.432 -4.052 0.406
H -1.987 -4.866 -1.342
H -5.833 0.159 -5.716
H 2.976 -6.120 -3.174
O 1.736 -1.282 -3.823
H -4.615 -1.596 1.002
H -2.837 5.526 4.274
H 3.246 -0.326 4.814
H -4.366 -4.784 -4.563
N -0.316 -4.538 2.395
H -0.307 4.821 -2.126
H -3.549 6.694 0.371
H -5.137 1.683 -6.144
H -1.195 -6.050 1.342
H -1.028 0.774 -1.965
N -0.973 4.934 3.749
H 3.685 -0.246 -3.077
C -3.295 3.937 -1.261
C -0.184 -5.648 1.474
H -2.193 -0.129 0.623
H 0.454 -6.490 1.746
H -3.127 -0.774 6.189
H 6.063 2.790 -3.590
H 2.794 0.838 -2.000
H 5.721 1.371 4.806
H -4.118 -6.005 -1.443
N 2.569 -5.100 -1.401
O -0.634 -4.031 4.599
H 3.079 -7.190 -1.772
N 4.358 1.750 -3.008
H -2.451 -1.688 4.809
H -3.445 0.838 -0.054
H -2.878 -3.367 -1.084
H -1.088 -3.069 1.016
H -0.063 -2.059 -4.501
C -4.492 1.090 2.648
H 4.054 3.164 -4.537
C 1.418 -4.533 -1.835
N -3.438 5.281 -1.214
H -4.477 0.297 -6.912
O 4.417 -1.245 0.584
H 4.308 -5.916 -2.069
C 3.143 2.405 6.290
H 2.996 -5.687 0.508
N -1.598 0.260 5.175
H -0.322 -3.981 -5.633
H 5.760 -3.194 3.244
N 3.798 1.529 5.494
H -0.569 3.528 2.257
H 0.657 1.150 -2.321
H 0.544 -5.548 3.966
H 4.314 0.238 -1.490
C -2.485 -4.036 -1.852
C 2.840 -3.071 3.210
N -3.469 -4.503 -2.788
H 0.312 6.567 3.621
H 0.862 -1.452 0.320
O 3.680 3.019 7.199
C -0.343 6.109 4.360
H -1.593 0.382 7.190
O -2.714 3.297 -0.402
H -2.808 -1.078 -3.926
H 2.821 3.154 -3.231
O -5.383 0.839 3.449
C -0.113 1.190 -1.539
C 0.729 -0.900 -0.607
H -4.915 5.246 -2.682
C -1.259 -3.513 1.994
H 2.636 -1.092 1.539
H 0.374 3.259 3.779
H -2.541 -0.800 -5.625
O -2.802 3.634 3.475
O -0.150 1.558 6.366
C 0.732 -3.982 -5.919
H 0.226 -5.343 0.511
C -4.123 -1.233 1.916
H 2.101 0.974 4.375
H 0.090 7.297 -0.392
C 0.586 6.351 -0.160
H -2.985 1.117 -3.181
C 0.613 1.135 0.755
H 1.628 -0.966 -1.222
O 0.852 -3.681 -1.175
C -3.542 1.453 -4.072
H -0.178 5.622 0.096
C 3.077 -4.770 -0.092
C -2.679 -0.690 5.203
C 2.986 -3.007 -5.558
C 5.148 -3.244 2.344
H 4.122 -4.464 -0.078
H 2.148 -2.283 3.498
O -3.829 2.615 -4.342
N -3.828 0.171 1.918
C -0.078 3.994 3.111
H 1.064 -4.829 -2.834
H -1.685 -3.508 -2.373
H -5.099 -4.666 -1.454
C -2.828 6.095 -0.196
C 3.612 -1.583 1.437
H -3.801 6.644 -2.711
H -0.231 2.274 -1.483
N -3.986 0.438 -4.842
C 1.038 -2.025 -4.493
H -5.149 -5.850 -2.837
```

As for the relative energy (zero: lowest compared OMol25 entry of this formula, charge and spin): 8.348 eV. Its net charge is 0. The value obtained for the HOMO energy is -0.30961 hartree. The electronic energy comes out at -94669.4815 eV.


This record from the Open Molecules 2025 dataset describes a molecular structure, C24H34IrN5O2Se2. The level of theory is ωB97M-V/def2-TZVPD.

The geometry in XYZ format:
```
68
C24H34IrN5O2Se2 (ωB97M-V/def2-TZVPD)
H -1.482 0.527 4.323
C -2.235 -1.594 1.789
H 2.262 -0.302 -2.163
C -1.390 -0.054 3.416
H -2.922 -2.492 -3.117
C -3.519 -4.121 -2.067
Ir -0.859 -2.355 -1.131
N -0.425 -4.569 -0.355
H 1.191 -2.047 -5.507
H 2.874 1.529 2.484
C 0.722 0.378 -3.518
H 1.232 3.915 2.168
C -1.045 -5.680 -1.104
C -1.276 -5.272 -2.565
H 3.102 -0.007 0.603
H 3.185 8.214 1.802
C -2.377 -0.923 3.009
H -0.834 -6.002 -3.244
H 1.592 8.720 2.444
H 0.248 0.098 -4.462
H -3.244 -6.079 -2.843
H -1.753 2.018 -3.819
H -0.760 -4.312 -2.736
N -2.947 -2.753 -2.130
H -2.822 -4.815 -3.981
N -1.161 -1.471 1.032
Se 1.346 -2.435 -3.015
C 1.852 -0.549 -3.142
C 2.033 0.920 2.183
C 2.371 4.626 5.325
C -2.097 1.100 -3.347
C -2.749 -5.113 -2.932
H -0.409 -6.569 -1.064
H -1.993 -5.939 -0.631
C -0.231 0.077 2.635
C 2.768 5.910 5.119
C 0.596 -2.632 -4.808
Se -0.706 0.453 -2.148
H 2.652 -0.495 -3.885
C 2.658 8.620 2.669
H -3.520 -4.437 -1.022
O 2.852 7.823 3.821
H 3.243 6.484 5.899
O 1.097 -1.400 -0.408
C 2.156 0.072 1.114
C 0.854 0.963 2.959
H -3.016 -2.255 1.438
H -0.441 -2.305 -4.832
H 0.584 -4.603 -0.492
C 1.789 3.874 4.267
H 2.487 4.147 6.285
H -2.326 0.353 -4.102
H 1.100 1.400 -3.618
C 2.540 6.558 3.872
N 1.299 2.679 4.544
C 1.655 4.488 2.984
H -2.983 1.324 -2.758
H 1.831 6.261 1.841
H -0.585 -4.685 0.642
C 1.067 -0.710 0.660
H -3.257 -1.086 3.610
H 0.649 -3.680 -5.096
N 0.732 1.737 4.035
H -4.557 -4.110 -2.417
C 1.992 5.797 2.804
C -0.143 -0.695 1.458
H 3.062 9.602 2.910
H -3.613 -2.118 -1.687
```

The spin multiplicity is 2. Its net charge is +3. The value obtained for the HOMO energy (alpha / beta) is -0.53957 / -0.57065 hartree. The electronic energy comes out at -170488.5337 eV.